Computed, not measured: C4H5O2Sr as an isolated structure at a distorted geometry, with ωB97M-V with the def2-TZVPD basis set.

```
12
Properties=species:S:1:pos:R:3:forces:R:3:nbo_charge:R:1
C -0.8927 -0.9625 0.2453 1.0 1.3 -0.9 0.0193
C -2.1027 -1.2468 -0.1979 1.0 -2.7 2.8 -0.2875
O -3.2180 0.8193 0.1705 0.1 0.1 0.0 -0.7184
C 0.3804 -0.6464 0.4550 -1.5 -0.8 1.1 0.0395
O 1.1401 0.0714 -0.3579 3.6 0.5 -2.2 -1.0452
H -4.0866 1.2248 0.2368 0.0 0.0 0.1 0.4743
H -2.0978 -2.3925 -0.1349 -0.8 1.2 -1.3 0.2278
H -4.2110 -0.9484 -0.2798 0.2 0.1 0.2 0.1711
H 0.8290 -0.9640 1.4087 -0.2 0.2 -0.2 0.1566
H -3.5324 -0.8600 1.3638 0.2 0.0 -0.3 0.1771
C -3.3511 -0.5859 0.3111 -0.7 0.3 -0.7 -0.0896
Sr 3.3294 0.2500 -1.4632 -2.9 -0.2 1.4 1.8751
```
Forces are in eV/Å.

## Properties
Kohn-Sham gap = 4.0 eV
E = -336.24211 Ha
F_max = 0.0817 hartree/bohr
charge = +1
spin multiplicity = 1
HOMO = -10.05 eV